# 1
This record from OMol25 describes a molecular structure, C32H33BrN4O4PZr at a distorted geometry. The level of theory is the ωB97M-V functional and the def2-TZVPD basis.

The geometry in XYZ format:
```
76
C32H33BrN4O4PZr (the ωB97M-V functional and the def2-TZVPD basis)
Zr 0.13916 0.23461 -0.05631
C -4.54714 2.41750 0.33054
C -3.23754 3.16225 0.06076
C -3.40145 4.54280 0.09861
C -2.36837 5.41831 -0.17764
C -1.11152 4.93353 -0.48082
C -0.91479 3.57831 -0.53800
C 0.50913 3.13355 -0.81475
C -1.99575 2.64553 -0.32983
N -1.83491 1.21513 -0.31697
C -2.75318 0.39314 -0.94058
O -3.45303 0.71935 -1.85218
C -2.73936 -0.91836 -0.32178
C -3.83163 -1.76438 -0.24358
C -3.70479 -2.92319 0.47991
C -2.44667 -3.19446 1.02306
C -1.37904 -2.31405 0.88478
N -1.55405 -1.15193 0.23002
C 0.08275 -2.52792 1.38772
O 0.38543 -3.36715 2.22057
N 0.88373 -1.63087 0.67410
C 2.25023 -1.88071 0.59918
C 2.62767 -3.02169 -0.15146
C 1.56748 -3.86455 -0.81776
C 3.98084 -3.24400 -0.20279
C 4.93137 -2.39766 0.37493
C 4.56947 -1.36189 1.15083
C 3.20965 -1.05154 1.15943
C 2.81289 0.24484 1.77370
H -5.12797 3.00264 0.97129
H -4.44864 1.40841 0.73971
H -5.06166 2.31515 -0.62770
H -4.34622 4.95003 0.38137
H -2.56214 6.43846 -0.09063
H -0.22895 5.53485 -0.49571
H 1.07886 3.93989 -1.30771
H 0.55187 2.24835 -1.45195
H 1.10872 2.97039 0.09795
H -4.75962 -1.51106 -0.67435
H -4.52078 -3.54487 0.74245
H -2.27733 -4.10867 1.60801
H 0.89765 -3.16498 -1.28499
H 0.99854 -4.51022 -0.13770
H 2.00437 -4.60229 -1.48389
H 4.35697 -4.02279 -0.83422
H 5.95006 -2.75709 0.31531
H 5.36716 -0.72770 1.56119
H 3.51589 0.67429 2.41201
H 1.98495 0.13067 2.50782
H 2.67592 1.05507 1.03705
Br 1.14361 -2.99322 -6.97630
C 1.96664 -2.08175 -5.55042
C 3.34117 -1.82272 -5.60152
N 3.97537 -1.14319 -4.63771
C 3.19045 -0.81021 -3.59985
C 1.82834 -1.03379 -3.45768
C 1.20201 -1.71942 -4.46192
C 1.12345 -0.39708 -2.35462
O 1.73137 0.39426 -1.52326
O -0.11019 -0.60968 -2.20709
H 3.94113 -2.27592 -6.38385
H 3.67093 -0.20959 -2.83746
H 0.11663 -1.82743 -4.41791
C -0.21502 -0.33864 3.91559
P -0.68177 0.91579 2.62392
C 0.14421 2.44291 3.25347
C -2.42134 1.24647 2.99538
H 0.12571 0.17978 4.80504
H 0.60641 -1.00211 3.63596
H -1.05842 -1.04056 4.13891
H 0.02409 2.47604 4.34996
H -0.38782 3.29928 2.86961
H 1.18585 2.73251 3.00438
H -2.53506 1.40032 4.02837
H -3.00389 0.35146 2.81233
H -2.73814 2.12349 2.38767
```

The value obtained for the molar mass is 739.7 g/mol. The calculated total energy comes out at -4721.56302 a.u. The calculation puts the HOMO energy at -11.005 eV. Its total charge is +1. The largest force on an atom is 2.6 eV/Å. The HOMO-LUMO gap is 7.0 eV. The LUMO energy is -3.97 eV. As for the relative energy (zero: lowest compared OMol25 entry of this formula, charge and spin): 16.3 kcal/mol.

Atom charges from the Mulliken analysis, given in e for atoms 1 to 2:
1 Zr -1.178
2 C -1.699

=====

# 2
This record from OMol25 describes a molecular structure, C32H33CdN8O2Se2. The level of theory is the ωB97M-V functional and the def2-TZVPD basis.

The geometry in XYZ format:
```
78
C32H33CdN8O2Se2 (the ωB97M-V functional and the def2-TZVPD basis)
Cd 1.60058 0.80442 -1.49672
Se 0.94793 -7.00653 -1.94812
N 2.33950 -5.89929 -1.91413
C 1.86910 -4.68129 -1.96803
C 2.70915 -3.49189 -1.96907
C 4.10343 -3.56150 -1.95414
C 4.83140 -2.39327 -1.96594
C 4.14899 -1.18147 -1.97555
N 2.82500 -1.10366 -1.98502
C 2.10019 -2.23497 -1.98739
C 0.63153 -2.11461 -2.05084
N 0.11345 -0.88093 -2.10340
C -1.18797 -0.71973 -2.28032
C -2.07046 -1.79380 -2.34939
C -1.56406 -3.07008 -2.24079
C -0.18491 -3.24693 -2.10280
C 0.43555 -4.56048 -2.02931
N -0.23699 -5.68090 -2.02048
H 4.58341 -4.53056 -1.93908
H 5.91131 -2.40146 -1.95983
H 4.68809 -0.24193 -1.96625
H -1.53226 0.30270 -2.37850
H -3.12873 -1.61361 -2.47509
H -2.20482 -3.94091 -2.28012
C -2.14909 -3.90932 3.85315
C -1.38340 -2.59450 3.93161
C -0.13188 -2.57671 3.05654
C -0.42501 -2.46660 1.56639
N -1.03569 -1.18653 1.21461
C -0.36301 -0.03281 1.02211
Se 1.48823 0.15415 1.14824
N -1.25540 0.93187 0.70941
C -0.98661 2.35070 0.47763
C -1.38998 3.21018 1.67020
C -0.47099 3.03301 2.87754
C 0.89203 3.68753 2.68618
C -2.53365 0.38588 0.71831
C -3.77205 0.93889 0.41917
C -4.86535 0.09251 0.47995
C -4.72733 -1.25601 0.82849
C -3.49132 -1.80563 1.11719
C -2.39477 -0.95799 1.04833
H -3.02836 -3.89238 4.49618
H -1.51850 -4.74030 4.17132
H -2.49146 -4.13197 2.83879
H -1.08834 -2.41315 4.96659
H -2.03841 -1.76058 3.66001
H 0.44282 -3.49302 3.21439
H 0.52357 -1.74820 3.33488
H -1.11143 -3.24408 1.22906
H 0.49598 -2.55097 0.98735
H -1.53168 2.63580 -0.42611
H 0.07832 2.45623 0.27312
H -2.42603 2.98526 1.93643
H -1.37158 4.25447 1.34666
H -0.34784 1.96673 3.09363
H -0.96324 3.46068 3.75313
H 1.42818 3.29839 1.81799
H 1.52825 3.52190 3.55443
H 0.78275 4.76643 2.55648
H -3.88122 1.98193 0.15669
H -5.84996 0.48214 0.26240
H -5.60831 -1.88101 0.87606
H -3.39230 -2.84815 1.38641
C 3.12048 6.34163 -1.18007
N 2.39977 5.23365 -1.79352
C 1.52806 5.41743 -2.81905
C 0.82136 4.40910 -3.37337
C 1.01991 3.09330 -2.83635
O 0.42565 2.05178 -3.21235
N 1.91090 2.94615 -1.82170
C 2.58960 3.96638 -1.22657
O 3.32996 3.81736 -0.27391
H 3.02225 7.22039 -1.81213
H 4.17015 6.07903 -1.07567
H 2.72324 6.55358 -0.18830
H 1.43739 6.43732 -3.16835
H 0.13692 4.57082 -4.18924
```

The value obtained for the molar mass is 832.0 g/mol. The calculated total energy comes out at -6798.32227 a.u. The calculation puts the HOMO energy at -10.874 eV. Its total charge is +1. The largest force on an atom is 0.3 eV/Å. The HOMO-LUMO gap is 7.5 eV. The LUMO energy is -3.42 eV. As for the relative energy (zero: lowest compared OMol25 entry of this formula, charge and spin): 2.9 kcal/mol.

Atom charges from the Mulliken analysis, given in e for atoms 1 to 2:
1 Cd 1.304
2 Se 0.291